A 2-piece molecular cluster, C2H4N2O overall at a distorted geometry. Source: the OMol25 dataset; level of theory: ωB97M-V/def2-TZVPD.

Energy relative to the best compared isomer or geometry (same formula, charge and spin)   7.554 eV
LUMO energy (spin up / spin down)   -0.88 / -0.22 eV
Strongest force on any atom   3.65 eV Å⁻¹
DFT total energy   -263.08568 hartree

Geometry as ORCA input:
```
! wB97M-V def2-TZVPD RIJCOSX def2/J DEFGRID3
* xyz 0 1
C 0.678 0.753 -0.167
C -0.433 -0.052 0.221
N 1.703 0.961 0.574
N -1.197 -1.042 0.469
O -1.950 1.612 0.195
H 0.447 1.178 -1.107
H 2.322 1.649 0.251
H -0.830 -2.025 0.604
H -2.197 -0.935 0.608
*
```